No. 1
Molecular formula: CH4ClNP2
Method: DFT, ωB97M-V with the def2-TZVPD basis set

The strongest force on any atom comes out at 0.0680 Eh/bohr. The calculation puts the gap between HOMO and LUMO (alpha / beta) at 7.3707 / 7.5289 eV. The calculation puts the total energy at -1238.0156 a.u. The energy above the lowest of the compared OMol25 structures with the same formula, charge and spin comes out at 84.2 kcal per mole.

Each line ends with the natural charge from an NBO analysis.
Cartesian coordinates (Å):
C  0.8364  -0.0569  -1.1655  -0.971
N  -0.7030  -1.8444  0.6788  -0.864
P  -1.7192  0.9513  0.4684  0.350
P  -0.0631  -0.4579  0.4338  1.061
Cl  -1.8724  0.9475  2.4643  -0.236
H  1.3314  -0.9073  -1.5532  0.257
H  1.6462  0.7180  -1.2738  0.256
H  -0.0789  0.3796  -1.5869  0.233
H  0.6226  0.2700  1.5342  -0.086


No. 2
Molecular formula: C19H40N3O4
Method: DFT, ωB97M-V with the def2-TZVPD basis set

Its charge is +1. The strongest force on any atom comes out at 0.0845 Eh/bohr. The calculation puts the gap between HOMO and LUMO at 9.5880 eV. The calculation puts the total energy at -1212.9076 a.u. The energy above the lowest of the compared OMol25 structures with the same formula, charge and spin comes out at 0.0 kcal per mole.

Each line ends with the natural charge from an NBO analysis.
Cartesian coordinates (Å):
C  2.0552  -1.2831  0.6856  -0.628
C  2.6188  -0.3636  -0.4130  -0.229
N  1.6100  0.0893  -1.4095  -0.506
C  0.9532  1.3267  -0.9737  -0.251
C  -0.2472  0.9490  -0.0889  -0.268
N  -1.5073  1.6584  -0.4271  -0.216
C  -1.4103  3.1571  -0.3563  -0.209
C  -0.5231  3.7365  0.7400  -0.460
C  -1.0326  3.6022  2.1824  -0.077
O  -0.3096  2.6180  2.9132  -0.714
C  -2.5961  1.1727  0.4957  -0.218
C  -3.0265  -0.2613  0.2428  -0.254
N  -3.4575  -0.5251  -1.1362  -0.601
C  -2.3484  -0.1243  -2.0109  -0.266
C  -2.0070  1.3265  -1.8114  -0.225
C  2.3132  0.2587  -2.6618  0.718
C  3.0703  1.5419  -2.9696  -0.741
O  2.3409  -0.6086  -3.4248  -0.498
H  2.6962  -2.1463  0.7777  0.234
H  1.0350  -1.6010  0.5038  0.200
H  2.1206  -0.7638  1.6334  0.232
H  3.3596  -0.9370  -0.9589  0.215
H  3.1476  0.4844  0.0305  0.181
H  1.6463  1.9758  -0.4358  0.199
H  0.6507  1.8690  -1.8662  0.205
H  -0.3501  -0.1142  -0.2059  0.264
H  0.0263  1.0980  0.9484  0.255
H  -2.3928  3.5994  -0.2687  0.231
H  -1.0201  3.5051  -1.3063  0.226
H  -0.4803  4.8033  0.5416  0.244
H  0.5032  3.3953  0.6988  0.234
H  -2.1081  3.4457  2.2448  0.169
H  -0.8298  4.5415  2.6845  0.198
H  -0.8928  1.8853  3.1430  0.471
H  -2.2601  1.2141  1.5221  0.220
H  -3.4369  1.8517  0.4432  0.228
H  -3.8844  -0.4272  0.8857  0.238
H  -2.2347  -0.9270  0.5998  0.191
H  -3.4904  -1.5397  -1.2133  0.393
H  -1.4690  -0.7666  -1.9072  0.199
H  -2.6388  -0.2214  -3.0525  0.236
H  -1.3510  1.7127  -2.5791  0.236
H  -2.9376  1.8817  -1.9022  0.230
H  2.5340  2.4408  -2.6833  0.211
H  3.2389  1.5725  -4.0366  0.253
H  4.0206  1.5479  -2.4447  0.244
C  -4.7447  -5.2436  -1.5249  -0.724
C  -4.6064  -4.5883  -0.1745  0.614
O  -3.6980  -3.8196  0.0677  -0.586
C  -5.6444  -4.9298  0.8630  -0.724
H  -3.9356  -4.9137  -2.1738  0.232
H  -4.6925  -6.3280  -1.4202  0.242
H  -5.6976  -4.9667  -1.9783  0.237
H  -5.6298  -6.0013  1.0669  0.241
H  -6.6347  -4.6394  0.5090  0.237
H  -5.4272  -4.3931  1.7842  0.234
C  6.3950  0.6045  3.1487  -0.723
C  5.5052  -0.2832  2.3154  0.605
O  4.3474  -0.4808  2.6152  -0.564
C  6.1227  -0.9161  1.0910  -0.723
H  5.8300  0.9918  3.9939  0.239
H  7.2456  0.0338  3.5241  0.239
H  6.7545  1.4425  2.5493  0.232
H  6.9619  -1.5495  1.3808  0.243
H  6.4709  -0.1419  0.4048  0.231
H  5.3793  -1.5291  0.5845  0.225


No. 3
Molecular formula: C16H19N3O6
Method: DFT, ωB97M-V with the def2-TZVPD basis set

As for the structure (SMILES): COC(=O)c1c(C)[nH]c(C(=O)[C@@H](C)OC(=O)C2=NNC(=O)CC2)c1C. The strongest force on any atom comes out at 0.0165 Eh/bohr. The calculation puts the gap between HOMO and LUMO at 8.5981 eV. The calculation puts the total energy at -1236.8472 a.u. The energy above the lowest of the compared OMol25 structures with the same formula, charge and spin comes out at 16.1 kcal per mole.

Each line ends with the natural charge from an NBO analysis.
Cartesian coordinates (Å):
C  3.9524  3.2844  -0.2793  -0.259
O  3.4729  1.9954  0.0661  -0.521
C  2.4387  1.5411  -0.6752  0.792
O  1.9528  2.1988  -1.5666  -0.612
C  2.0073  0.2101  -0.2612  -0.289
C  2.4635  -0.5043  0.8526  0.265
C  3.4569  -0.1475  1.8935  -0.646
N  1.8189  -1.6743  0.8629  -0.458
C  0.9274  -1.7609  -0.1842  -0.058
C  0.1338  -2.9739  -0.2454  0.550
O  0.4817  -3.9836  0.3361  -0.562
C  -1.1692  -2.9337  -1.0549  0.007
C  -2.0885  -4.0825  -0.6587  -0.630
O  -1.8218  -1.6671  -0.9242  -0.480
C  -1.9299  -1.1524  0.2941  0.770
O  -1.5947  -1.7031  1.3173  -0.592
C  -2.4855  0.2235  0.2703  0.096
N  -2.6109  0.8106  -0.8579  -0.161
N  -3.0631  2.0727  -0.8846  -0.447
C  -3.1083  2.9490  0.1743  0.667
O  -3.5161  4.0750  0.0308  -0.567
C  -2.5405  2.3791  1.4578  -0.501
C  -2.8287  0.8841  1.5729  -0.466
C  1.0354  -0.5883  -0.9243  0.062
C  0.3708  -0.2430  -2.2077  -0.668
H  3.1539  4.0248  -0.1944  0.194
H  4.3239  3.2904  -1.3063  0.193
H  4.7561  3.5066  0.4181  0.192
H  3.2019  0.8054  2.3521  0.239
H  3.4935  -0.9183  2.6600  0.214
H  4.4448  -0.0374  1.4493  0.240
H  1.9050  -2.4146  1.5442  0.435
H  -0.9203  -2.9944  -2.1214  0.219
H  -2.9981  -4.0544  -1.2526  0.215
H  -2.3389  -4.0024  0.3962  0.233
H  -1.5725  -5.0241  -0.8203  0.236
H  -3.2520  2.4342  -1.8128  0.410
H  -2.9410  2.9358  2.3044  0.246
H  -1.4596  2.5514  1.4208  0.238
H  -2.2608  0.4247  2.3821  0.257
H  -3.8927  0.7188  1.7745  0.230
H  -0.6598  0.0694  -2.0428  0.253
H  0.9023  0.5773  -2.6804  0.254
H  0.3586  -1.1025  -2.8753  0.210


No. 4
Molecular formula: C4H6N4
Method: DFT, ωB97M-V with the def2-TZVPD basis set

The strongest force on any atom comes out at 0.1173 Eh/bohr. The calculation puts the gap between HOMO and LUMO at 8.7387 eV. The calculation puts the total energy at -374.8218 a.u. The energy above the lowest of the compared OMol25 structures with the same formula, charge and spin comes out at 150.4 kcal per mole.

Each line ends with the natural charge from an NBO analysis.
Cartesian coordinates (Å):
C  -2.1796  0.7858  0.1719  -0.509
C  0.0128  -0.3638  -0.1467  -0.110
C  0.5218  1.0097  -0.1094  -0.011
C  1.2391  -1.0400  -0.0225  0.051
H  -1.4975  1.0608  1.1265  0.212
H  -3.1314  1.4651  0.2854  0.206
H  -1.8470  1.1910  -0.8115  0.198
H  -0.1202  1.9776  -0.4214  0.231
H  3.3586  -0.5857  0.7749  0.464
H  1.6911  -2.1063  0.2350  0.223
N  -2.3392  -0.6363  0.1348  -0.128
N  -1.1484  -1.0208  -0.2558  -0.161
N  1.7680  1.0717  -0.0738  -0.296
N  2.2884  -0.1792  0.1164  -0.369


No. 5
Molecular formula: C48H86BrIN4O15P
Method: DFT, ωB97M-V with the def2-TZVPD basis set

Its charge is +1. The strongest force on any atom comes out at 0.0812 Eh/bohr. The calculation puts the gap between HOMO and LUMO at 6.8273 eV. The calculation puts the total energy at -6440.6284 a.u.

Each line ends with the Mulliken charge.
Cartesian coordinates (Å):
C  11.7855  -2.0017  1.4421  -0.402
O  10.3185  -2.1655  1.6303  -0.320
C  9.5952  -0.9564  1.1680  -0.679
C  9.2515  -0.9931  -0.4628  -0.098
C  7.9769  0.0019  -0.7601  -0.261
C  7.8808  0.5431  -2.3108  -0.810
C  6.7549  1.7770  -2.3812  0.259
C  7.4109  3.2395  -2.0222  -0.800
C  6.6746  4.0439  -0.7977  -0.544
C  5.0673  4.3008  -1.0018  -0.334
C  4.1396  3.5210  0.1241  -0.497
C  2.5096  3.8304  -0.0541  -0.672
C  2.0040  3.1480  -1.4881  0.154
C  1.0087  1.8456  -1.2639  -0.615
N  0.0745  1.5938  -2.4260  0.441
C  -1.3263  2.0954  -2.1585  -1.020
C  -2.4230  0.9388  -1.7762  0.993
C  -3.9214  1.6203  -2.0728  -1.019
C  -4.3766  2.5425  -0.7610  -0.295
C  -5.7028  1.9429  -0.0005  0.594
C  -5.4838  1.7632  1.6444  -0.596
O  -5.3916  0.3511  2.0534  -0.491
C  -2.2911  -0.4557  -2.6273  -1.319
N  -0.8611  -0.9406  -2.5407  0.861
C  -0.5307  -1.5810  -1.2120  -0.595
C  -1.1418  -3.0844  -0.9875  -0.142
C  -1.4920  -3.9103  -2.3587  -0.868
Br  0.2821  -4.1875  -0.0301  -0.176
C  0.1107  0.1643  -2.9172  -0.189
N  1.1004  -0.1948  -3.8411  -0.309
I  2.5242  1.1427  -4.5768  0.260
P  1.2249  -1.8811  -4.5117  0.190
N  2.7587  -1.9440  -5.4874  -0.560
O  1.5054  -3.0422  -3.2336  -0.446
H  12.2867  -1.5423  2.4169  0.230
H  12.2486  -3.0610  1.2394  -0.019
H  11.9685  -1.2705  0.5164  0.281
H  8.5575  -0.9156  1.7499  0.286
H  10.2281  -0.0012  1.4367  0.355
H  8.9397  -2.0923  -0.7466  -0.034
H  10.2508  -0.6488  -0.9973  0.330
H  8.0935  0.9411  -0.0717  0.099
H  6.9859  -0.5713  -0.5077  0.192
H  7.4997  -0.3447  -3.0092  0.287
H  8.9275  0.8565  -2.7299  0.324
H  5.9340  1.5071  -1.5918  -0.180
H  6.3622  1.7710  -3.5004  0.233
H  7.5216  3.8603  -3.0212  0.309
H  8.5281  3.0210  -1.6624  0.339
H  6.8000  3.4151  0.1864  0.221
H  7.2297  5.0853  -0.6818  0.269
H  4.8747  5.4621  -1.0232  0.394
H  4.8068  3.9154  -2.0986  0.133
H  4.2867  2.3584  -0.0889  -0.002
H  4.5085  3.7698  1.2142  0.394
H  2.4291  5.0199  -0.1121  0.307
H  1.8838  3.4434  0.8663  0.335
H  2.9973  2.7034  -1.9752  -0.289
H  1.5000  3.9825  -2.1354  0.307
H  0.4476  2.0022  -0.2221  0.350
H  1.7173  0.9043  -1.1846  0.196
H  -1.7212  2.7499  -3.0689  0.219
H  -1.3053  2.8498  -1.2333  0.324
H  -2.4332  0.6776  -0.6185  0.057
H  -4.7285  0.8130  -2.3497  0.425
H  -3.8739  2.3768  -2.9932  0.282
H  -3.4751  2.5436  0.0053  0.303
H  -4.6084  3.6511  -1.0671  0.165
H  -5.9402  0.8765  -0.4303  0.153
H  -6.6082  2.6814  -0.1134  -0.371
H  -6.4285  2.2140  2.1990  0.302
H  -4.5538  2.3562  2.0429  0.277
H  -5.8965  0.2193  2.9213  0.221
H  -2.5105  -0.2834  -3.7876  0.196
H  -3.0809  -1.2871  -2.2972  0.367
H  -0.9311  -0.9167  -0.3050  0.173
H  0.6440  -1.6674  -1.0206  0.435
H  -2.0973  -3.0511  -0.2922  0.482
H  -1.0114  -4.9998  -2.2810  0.369
H  -2.6606  -4.0364  -2.5230  0.262
H  -1.0702  -3.4450  -3.3460  0.143
H  2.5853  -2.4025  -6.4104  0.311
H  3.4346  -2.4805  -4.8968  0.252
H  2.2542  -2.6427  -2.6940  0.336
O  -10.2095  2.7908  1.1854  -0.694
C  -9.8262  1.6335  1.1424  0.591
O  -9.2555  0.9721  2.1916  -0.382
C  -8.8316  -0.3190  1.7565  -0.066
C  -9.6590  -0.6182  0.5339  -0.695
C  -9.8670  0.7490  -0.0668  0.067
H  -7.7602  -0.2782  1.5337  -0.004
H  -9.0005  -1.0502  2.5524  0.366
H  -9.1803  -1.3271  -0.1469  0.377
H  -10.6266  -1.0382  0.8344  0.240
H  -9.0509  1.0262  -0.7400  0.121
H  -10.8309  0.8212  -0.5759  0.147
O  7.7724  -7.8362  1.4473  -0.597
C  7.7666  -6.6172  1.4939  0.455
O  8.6761  -5.8689  2.1847  -0.331
C  8.3042  -4.4935  2.1099  0.055
C  7.4294  -4.3838  0.8886  -0.252
C  6.7470  -5.7277  0.8494  -0.401
H  7.7716  -4.2252  3.0283  0.210
H  9.2012  -3.8730  2.0263  -0.075
H  6.7342  -3.5411  0.9314  0.336
H  8.0535  -4.2626  -0.0051  0.124
H  5.8331  -5.7378  1.4499  0.265
H  6.5405  -6.0430  -0.1760  0.284
O  -7.5276  3.3638  -1.4527  -0.621
C  -7.5334  4.5828  -1.4061  0.515
O  -6.6239  5.3311  -0.7153  -0.320
C  -6.9958  6.7065  -0.7901  -0.484
C  -7.8706  6.8162  -2.0114  -0.526
C  -8.5530  5.4723  -2.0506  -0.493
H  -7.5284  6.9748  0.1283  0.267
H  -6.0988  7.3270  -0.8737  0.331
H  -8.5658  7.6589  -1.9686  0.344
H  -7.2465  6.9374  -2.9051  0.272
H  -9.4669  5.4622  -1.4501  0.273
H  -8.7595  5.1570  -3.0760  0.314
O  -14.1276  -1.4062  -0.9127  -0.606
C  -14.1334  -0.1872  -0.8661  0.429
O  -13.2239  0.5611  -0.1753  -0.290
C  -13.5958  1.9365  -0.2501  -0.179
C  -14.4706  2.0462  -1.4714  -0.605
C  -15.1530  0.7023  -1.5106  -0.350
H  -14.1284  2.2048  0.6683  0.241
H  -12.6988  2.5570  -0.3337  0.217
H  -15.1658  2.8889  -1.4286  0.352
H  -13.8465  2.1674  -2.3651  0.270
H  -16.0669  0.6922  -0.9101  0.257
H  -15.3595  0.3870  -2.5360  0.276
O  15.5694  -4.7767  3.8761  -0.604
C  14.7674  -5.3511  3.1584  0.411
O  13.5846  -4.8122  2.7404  -0.286
C  12.8534  -5.7965  2.0108  -0.154
C  13.8835  -6.7898  1.5406  -0.659
C  14.9070  -6.7530  2.6472  -0.322
H  12.1141  -6.2494  2.6798  0.200
H  12.3314  -5.3231  1.1742  0.269
H  13.4702  -7.7856  1.3598  0.329
H  14.3392  -6.4379  0.6071  0.293
H  14.6624  -7.4527  3.4512  0.252
H  15.9150  -6.9357  2.2676  0.278
O  -6.7380  -2.1747  4.6351  -0.594
C  -6.2185  -1.3498  5.3685  0.479
O  -5.4525  -0.3068  4.9331  -0.338
C  -4.9208  0.3865  6.0612  -0.459
C  -5.8376  0.0449  7.2064  -0.525
C  -6.2845  -1.3543  6.8657  -0.367
H  -3.8957  0.0412  6.2320  0.276
H  -4.9036  1.4614  5.8588  0.323
H  -5.3538  0.1240  8.1835  0.336
H  -6.7035  0.7182  7.2020  0.274
H  -5.5924  -2.1078  7.2517  0.258
H  -7.3015  -1.5468  7.2150  0.273